(1)
# C5H6O

C5H6O as an isolated structure (the ωB97M-V functional and the def2-TZVPD basis, the Open Molecules 2025 dataset).

Results
2S+1	1
HOMO energy	-8.30	eV
frontier orbital gap	8.982	eV
total charge	0
E_LUMO	0.7	eV

XYZ file:
```
12
Properties=species:S:1:pos:R:3:forces:R:3:lowdin_charge:R:1
C 1.121790 -0.374741 -0.404921 0.1131 -0.0621 -0.0352 -0.092
C 0.360488 0.915805 -0.021469 0.0439 0.1388 -0.0626 -0.307
C -0.979560 0.286555 -0.295230 -0.3603 0.3972 0.1268 -0.225
O -1.002052 -0.775335 -1.243752 0.0173 0.0057 -0.0296 0.005
C -0.212061 -1.089587 -0.131848 0.2004 -0.5995 0.0340 -0.198
C -0.017652 0.459725 1.388372 -0.1148 0.2764 0.0381 0.121
H 1.945741 -0.596832 0.271170 -0.1502 0.0296 -0.1052 0.111
H 1.393750 -0.491409 -1.458934 -0.0180 -0.0042 0.1632 0.120
H 0.630975 1.936433 -0.298428 -0.0538 -0.1772 0.0779 0.133
H -1.959874 0.637008 0.002974 0.1872 -0.0536 -0.0171 0.150
H -0.445531 -1.993495 0.418617 0.0313 0.1591 -0.1261 0.152
H -0.845109 1.097818 1.770456 0.1040 -0.1102 -0.0642 0.031
```
Forces are in eV/Å.

(2)
# C5H6O

C5H6O as an isolated structure (the ωB97M-V functional and the def2-TZVPD basis, the Open Molecules 2025 dataset).

Results
2S+1	1
HOMO energy	-9.04	eV
frontier orbital gap	9.921	eV
total charge	0
E_LUMO	0.9	eV

XYZ file:
```
12
Properties=species:S:1:pos:R:3:forces:R:3:lowdin_charge:R:1
C -1.027798 0.386317 0.598007 -0.1869 0.1758 0.1929 -0.051
C -0.470651 -0.867724 -0.093649 -0.3672 -0.4442 0.3815 -0.260
O -0.459586 -0.100167 -1.348650 -0.1867 -0.2624 -0.1077 -0.082
C -0.068044 0.991642 -0.460594 0.0202 0.2581 -0.1188 -0.260
C 1.299936 0.476335 0.006242 -0.1476 -0.9960 -0.5931 -0.039
C 0.968056 -0.778553 0.349447 -0.2356 -0.4009 0.3364 -0.042
H -2.074633 0.548548 0.346861 0.0861 0.1141 0.0022 0.113
H -0.818420 0.514826 1.662588 -0.0441 0.0787 -0.1880 0.113
H -0.939968 -1.842120 -0.199619 -0.1904 0.1223 0.2365 0.143
H -0.204916 1.995637 -0.870992 0.1607 -0.2971 0.0390 0.139
H 2.121969 0.211205 -0.654062 1.3149 1.9125 0.1716 0.118
H 1.674059 -1.535947 0.664425 -0.2236 -0.2609 -0.3525 0.109
```
Forces are in eV/Å.

(3)
# C5H6O

One molecule with the formula C5H6O (the ωB97M-V functional and the def2-TZVPD basis, the Open Molecules 2025 dataset).

Results
SMILES	C#CCCC=O
2S+1	1
HOMO energy	-9.90	eV
frontier orbital gap	10.771	eV
total charge	0
E_LUMO	0.9	eV

XYZ file:
```
12
Properties=species:S:1:pos:R:3:forces:R:3:lowdin_charge:R:1
C 2.837567 0.081684 -0.140218 -0.3125 0.9277 0.3789 0.104
C 1.673369 0.326819 -0.328970 0.3949 -0.1278 0.1684 -0.160
C 0.262282 0.196649 -0.654934 -0.0158 -0.1202 -0.1401 -0.214
C -0.613349 -0.102565 0.579280 0.0490 -0.0530 -0.1408 -0.154
C -2.078501 -0.245202 0.250984 -0.0744 0.0611 -0.3513 -0.267
O -2.549583 -0.029472 -0.839744 0.1586 -0.1236 0.4265 0.050
H 3.835144 0.194142 0.195266 0.3388 -0.2942 -0.1101 0.017
H 0.385776 -0.607786 -1.385718 -1.0969 -0.4028 0.1582 0.128
H -0.184319 1.012130 -1.231674 0.3451 0.1483 0.2579 0.121
H -0.282957 -0.990869 1.133714 -0.0125 0.0553 -0.2141 0.123
H -0.551608 0.712498 1.323510 0.1027 -0.1222 -0.3057 0.130
H -2.733826 -0.548027 1.098500 0.1230 0.0513 -0.1277 0.122
```
Forces are in eV/Å.

(4)
# C5H6O

One molecule with the formula C5H6O (the ωB97M-V functional and the def2-TZVPD basis, the Open Molecules 2025 dataset).

Results
SMILES	O=C1C[C@H]2C[C@@H]12
2S+1	1
HOMO energy	-9.56	eV
frontier orbital gap	10.556	eV
total charge	0
E_LUMO	1.0	eV

XYZ file:
```
12
Properties=species:S:1:pos:R:3:forces:R:3:lowdin_charge:R:1
O -1.696240 -1.632878 -0.776570 0.3341 0.3225 0.3312 0.107
C -0.880690 -0.918140 -0.260943 -0.2945 -0.2349 -0.1484 -0.373
C 0.535580 -1.147440 0.295348 0.0935 -0.1208 -0.0577 -0.052
C 0.606190 0.359174 0.557012 0.1773 0.0928 0.2152 -0.213
C 0.267078 1.171560 -0.646659 0.1366 0.0512 -0.1203 -0.071
C -0.853175 0.533947 0.142839 -0.3648 0.0588 0.0361 -0.131
H 0.408561 -1.684094 1.244170 0.0616 0.0070 -0.1536 0.125
H 1.292408 -1.656651 -0.307489 -0.0941 0.1634 -0.0308 0.114
H 1.092120 0.809501 1.414666 -0.1279 -0.0822 -0.0900 0.133
H 0.487622 0.833097 -1.657812 -0.0045 -0.0393 0.2067 0.115
H 0.335615 2.248865 -0.516556 0.0161 -0.1912 -0.0240 0.109
H -1.646543 1.101915 0.613752 0.0665 -0.0273 -0.1644 0.138
```
Forces are in eV/Å.

(5)
# C5H6O

One molecule with the formula C5H6O (the ωB97M-V functional and the def2-TZVPD basis, the Open Molecules 2025 dataset).

Results
SMILES	CC#C[C@H]1CO1
2S+1	1
HOMO energy	-8.42	eV
frontier orbital gap	9.456	eV
total charge	0
E_LUMO	1.0	eV

XYZ file:
```
12
Properties=species:S:1:pos:R:3:forces:R:3:lowdin_charge:R:1
C -2.726383 -0.137056 0.334518 -0.0063 -0.0328 -0.0076 -0.107
C -1.275892 0.073819 0.344133 0.6231 0.0861 -0.0824 -0.071
C -0.082556 0.249815 0.241037 -0.3933 0.1283 -0.1164 0.003
C 1.259713 0.509831 -0.218124 0.7327 -0.2442 1.8816 -0.253
C 2.518331 -0.252871 0.435786 0.1807 -1.2576 0.2217 -0.139
O 1.954673 -0.580076 -0.778255 0.2819 0.0458 -0.4714 -0.029
H -2.991599 -0.697693 -0.568717 0.0105 0.0713 0.1488 0.081
H -3.077424 -0.709420 1.198763 0.1186 0.1031 -0.0887 0.074
H -3.269741 0.814243 0.304279 0.1608 -0.1467 0.0456 0.078
H 1.937638 1.249092 0.244856 -0.9987 1.8578 -1.7931 0.127
H 2.292205 -0.762336 1.355429 -0.1129 -0.7456 -0.1146 0.111
H 3.537339 0.152698 0.314599 -0.5971 0.1346 0.3764 0.124
```
Forces are in eV/Å.

(6)
# C5H6O

One molecule with the formula C5H6O (the ωB97M-V functional and the def2-TZVPD basis, the Open Molecules 2025 dataset).

Results
SMILES	CC=C=C1CO1
2S+1	1
HOMO energy	-8.98	eV
frontier orbital gap	9.921	eV
total charge	0
E_LUMO	0.9	eV

XYZ file:
```
12
Properties=species:S:1:pos:R:3:forces:R:3:lowdin_charge:R:1
C -0.378927 1.476827 0.748481 -0.0441 -0.0802 0.4447 -0.085
C -0.737676 0.170830 1.581943 0.1423 0.4649 -0.4187 -0.103
C -0.239883 -0.817977 0.874468 0.1639 -0.1454 -0.2851 -0.019
C 0.393098 -0.941717 -0.271448 -0.1952 -0.5113 0.4114 -0.321
C 0.520931 -1.236249 -1.669205 -0.1430 -0.2172 -0.3940 -0.029
O 1.643675 -1.133573 -0.739363 0.2185 -0.1952 0.0838 0.048
H 0.693381 1.358765 0.635468 0.0539 0.2777 -0.3735 0.064
H -0.883194 1.287277 -0.193781 0.1620 0.2317 -0.2414 0.064
H -0.515379 2.545393 0.947308 -0.5991 -0.3849 1.0394 0.063
H -1.290634 0.001528 2.515473 0.2178 0.6322 -0.4745 0.087
H 0.504100 -0.464109 -2.440285 -0.1280 -0.0962 0.3122 0.118
H 0.290509 -2.246994 -1.989060 0.1510 0.0238 -0.1042 0.112
```
Forces are in eV/Å.

(7)
# C5H6O

One molecule with the formula C5H6O (the ωB97M-V functional and the def2-TZVPD basis, the Open Molecules 2025 dataset).

Results
SMILES	OC=C=C1CC1
2S+1	1
HOMO energy	-8.41	eV
frontier orbital gap	8.401	eV
total charge	0
E_LUMO	0.0	eV

XYZ file:
```
12
Properties=species:S:1:pos:R:3:forces:R:3:lowdin_charge:R:1
O 1.224786 1.524004 0.652415 -0.0087 -0.2446 -0.0870 0.005
C 1.972999 0.617639 0.174361 -0.0071 0.1319 0.0783 -0.224
C 1.518157 -0.723005 0.098987 -0.2216 0.0742 -0.0026 0.001
C 0.242201 -0.842360 -0.034338 0.1278 0.0136 0.0316 -0.178
C -1.026100 0.354855 -0.177286 -0.3411 0.1324 -0.1275 -0.110
C -1.129964 -1.197411 -0.114736 0.0978 -0.1511 0.0144 -0.141
H 0.157876 1.056178 0.372418 0.1263 -0.0172 0.0074 0.103
H 2.953984 0.929399 -0.191122 -0.0965 -0.0527 -0.0087 0.119
H -1.590488 0.818387 0.634474 0.1112 -0.0460 -0.0809 0.098
H -1.264610 0.764560 -1.157135 0.0762 -0.0686 0.1659 0.093
H -1.458312 -1.685382 -1.032597 0.0580 0.1267 0.1269 0.117
H -1.600526 -1.616867 0.774555 0.0779 0.1015 -0.1180 0.116
```
Forces are in eV/Å.

(8)
# C5H6O

One molecule with the formula C5H6O (the ωB97M-V functional and the def2-TZVPD basis, the Open Molecules 2025 dataset).

Results
SMILES	C=C1CC=CO1
2S+1	1
HOMO energy	-8.11	eV
frontier orbital gap	9.155	eV
total charge	0
E_LUMO	1.0	eV

XYZ file:
```
12
Properties=species:S:1:pos:R:3:forces:R:3:lowdin_charge:R:1
C 2.109791 -0.043699 -0.071741 -0.2291 2.4190 1.2953 0.053
C 0.743981 -0.015313 0.093411 3.5852 -1.9732 -1.4868 -0.370
C -0.109498 1.158708 0.006223 -1.6117 0.9597 2.3114 -0.170
C -1.499551 0.591966 -0.068202 -1.1615 -0.1646 0.5455 -0.063
C -1.347756 -0.752190 -0.013511 -1.1814 1.5042 -0.2698 -0.120
O -0.040030 -1.145853 0.043893 0.1821 -0.4651 0.1655 -0.005
H 2.473587 1.070641 0.138399 -0.2618 -2.5894 -0.8388 0.095
H 2.930815 -0.835679 -0.193879 -2.0052 1.0618 0.3629 0.078
H -0.057096 1.794226 0.917009 0.2384 -0.1162 -0.5191 0.140
H 0.056762 1.745355 -0.837900 0.7313 1.1319 -1.3587 0.102
H -2.399718 1.323071 -0.015304 1.5172 -2.0389 -0.2702 0.138
H -2.065916 -1.567631 -0.036546 0.1965 0.2709 0.0628 0.122
```
Forces are in eV/Å.

(9)
# C5H6O

One molecule with the formula C5H6O (the ωB97M-V functional and the def2-TZVPD basis, the Open Molecules 2025 dataset).

Results
SMILES	OC1=CC=CC1
2S+1	1
HOMO energy	-7.91	eV
frontier orbital gap	8.776	eV
total charge	0
E_LUMO	0.9	eV

XYZ file:
```
12
Properties=species:S:1:pos:R:3:forces:R:3:lowdin_charge:R:1
O 2.212815 -0.224530 -0.362739 0.0843 -0.1997 -0.0810 0.058
C 0.873110 -0.187938 -0.176498 -0.3567 0.0153 0.0534 -0.351
C -0.072621 -1.119609 -0.404413 0.1626 0.0802 0.0190 -0.044
C -1.367927 -0.543206 -0.020198 -0.0442 0.0859 0.0389 -0.105
C -1.205009 0.711827 0.428299 -0.0511 -0.0647 -0.0067 -0.110
C 0.257411 1.065359 0.375838 0.0453 -0.0334 -0.0186 -0.121
H 2.457355 -1.091617 -0.713088 -0.0115 0.1573 0.0559 0.114
H 0.077955 -2.119155 -0.796635 0.0098 0.1244 0.0403 0.102
H -2.308062 -1.080667 -0.096618 0.1259 0.1254 0.0226 0.098
H -1.976227 1.385867 0.782768 0.1162 -0.1293 -0.0657 0.094
H 0.467501 1.928398 -0.268355 -0.0338 -0.1083 0.0389 0.132
H 0.671075 1.303779 1.364086 -0.0469 -0.0531 -0.0969 0.133
```
Forces are in eV/Å.

(10)
# C5H6O2

One molecule with the formula C5H6O2 (the ωB97M-V functional and the def2-TZVPD basis, the Open Molecules 2025 dataset).

Results
2S+1	1
HOMO energy (alpha / beta)	-7.53 / -7.53	eV
frontier orbital gap (alpha / beta)	7.039 / 7.035	eV
total charge	0
E_LUMO (alpha / beta)	-0.5 / -0.5	eV

XYZ file:
```
13
Properties=species:S:1:pos:R:3:forces:R:3:lowdin_charge:R:1
O 1.182533 -1.137031 0.821562 -0.2036 -0.1378 0.0174 -0.052
C 0.906252 0.228414 0.952613 0.0411 0.2514 0.1265 -0.254
C 0.331648 0.899109 -0.321673 0.1518 0.0823 -0.1258 -0.112
C 0.486512 0.267338 -1.560636 -0.0376 0.0501 -0.0083 -0.075
O -0.428673 -0.658437 -1.622562 0.0605 0.0909 0.0343 0.068
C -1.157033 -0.219050 -0.414496 -0.4390 -0.1980 0.2859 -0.306
C -2.135552 -0.545169 0.255634 0.2234 0.0399 -0.2864 0.115
H 0.335118 -1.604617 0.826813 0.1014 -0.0001 -0.0079 0.086
H 0.188551 0.428215 1.762012 0.1082 -0.0157 -0.1092 0.121
H 1.858497 0.711743 1.193389 -0.1277 -0.0573 -0.0617 0.121
H 0.478432 1.982410 -0.279681 -0.0275 -0.1525 0.0084 0.128
H 1.107258 0.419306 -2.439212 -0.0348 -0.0039 0.1309 0.144
H -3.036297 -0.780621 0.775752 0.1837 0.0507 -0.0040 0.016
```
Forces are in eV/Å.